1.
Formula: C32H46GeN2O2PPd
Source: the Open Molecules 2025 dataset
Level of theory: the ωB97M-V functional and the def2-TZVPD basis

charge: +1
E_tot: -110281.6693 eV
HOMO-LUMO gap (alpha / beta): 5.6805 / 5.6797 eV

Element x y z (Å)
Pd 0.411 -0.536 0.307
N 0.869 0.865 2.498
C -0.179 1.243 3.446
C -1.026 0.030 3.828
C -1.929 -0.461 2.698
N -1.252 -1.379 1.782
H 1.551 0.290 2.992
H 1.352 1.700 2.169
H -0.808 2.003 2.977
H 0.249 1.679 4.360
H -1.656 0.315 4.671
H -0.367 -0.779 4.154
H -2.271 0.408 2.127
H -2.807 -0.954 3.136
H -1.911 -1.752 1.095
H -0.859 -2.169 2.294
O 2.451 -2.830 -2.126
C 2.021 -3.160 -1.056
O 0.698 -3.170 -0.732
C 2.817 -3.376 0.190
P 2.241 -1.999 1.332
C 3.172 -0.494 0.867
C 2.902 0.058 -0.402
C 3.310 1.355 -0.684
C 3.951 2.115 0.285
C 4.234 1.568 1.526
C 3.834 0.275 1.822
C 3.016 -2.731 2.812
C 2.195 -3.542 3.591
C 2.739 -4.337 4.582
C 4.106 -4.313 4.808
C 4.923 -3.498 4.043
C 4.388 -2.713 3.037
H 3.894 -3.362 0.007
H 2.516 -4.302 0.685
H 2.496 -0.560 -1.209
H 3.140 1.769 -1.666
H 4.237 3.131 0.065
H 4.754 2.152 2.269
H 4.028 -0.136 2.803
H 1.131 -3.569 3.394
H 2.104 -4.981 5.169
H 4.536 -4.938 5.573
H 5.988 -3.485 4.217
H 5.039 -2.112 2.419
C -2.264 5.440 -2.879
C -1.313 4.616 -2.022
C -0.787 3.395 -2.765
C 0.138 2.537 -1.909
Ge -0.738 1.520 -0.371
C -2.450 0.385 -0.771
C -3.528 1.073 -1.591
C -4.315 2.067 -0.748
C -5.489 2.677 -1.499
H -2.619 6.308 -2.328
H -3.126 4.848 -3.174
H -1.763 5.783 -3.780
H -1.827 4.295 -1.114
H -0.469 5.239 -1.721
H -0.223 3.732 -3.642
H -1.625 2.803 -3.137
H 0.905 3.171 -1.457
H 0.651 1.810 -2.542
H -1.336 2.665 0.497
H -2.871 0.134 0.202
H -2.132 -0.541 -1.250
H -4.206 0.296 -1.964
H -3.110 1.569 -2.467
H -3.643 2.860 -0.412
H -4.691 1.554 0.140
H -5.150 3.179 -2.402
H -5.997 3.404 -0.870
H -6.205 1.909 -1.780
C 0.032 -2.081 -1.296
C -0.658 -2.205 -2.501
C -1.066 -3.485 -2.974
C -1.756 -3.593 -4.154
C -2.052 -2.467 -4.915
C -1.648 -1.209 -4.477
C -0.971 -1.071 -3.292
H -0.831 -4.354 -2.376
H -2.073 -4.569 -4.495
H -2.574 -2.569 -5.854
H -1.856 -0.339 -5.083
H -0.599 -0.105 -2.976


2.
Formula: C15H14N3PdS6
Source: the Open Molecules 2025 dataset
Level of theory: the ωB97M-V functional and the def2-TZVPD basis

charge: +1
E_tot: -88737.5285 eV
HOMO-LUMO gap: 3.6170 eV

Element x y z (Å)
Pd -0.244 1.235 0.704
S -0.721 6.685 5.312
C -0.615 5.463 4.291
S 0.306 3.999 4.636
C 0.009 3.181 3.162
C -0.862 3.903 2.202
S -1.285 3.263 0.755
S -1.406 5.445 2.717
S 0.638 1.703 2.840
C 0.984 1.136 -2.403
C -0.426 0.687 -2.204
C -1.268 0.017 -3.054
C -2.507 -0.162 -2.375
C -2.384 0.411 -1.135
C -3.385 0.531 -0.032
N -1.117 0.956 -1.043
H 1.291 0.947 -3.429
H 1.686 0.612 -1.747
H 1.092 2.207 -2.215
H -1.034 -0.276 -4.065
H -3.404 -0.616 -2.767
H -4.302 0.016 -0.312
H -3.648 1.574 0.169
H -3.033 0.088 0.905
N 2.344 -4.980 -1.282
C 2.565 -4.393 -0.096
S 3.438 -5.055 1.118
C 1.896 -3.068 0.081
C 2.534 -2.049 0.783
C 1.885 -0.851 0.958
N 0.647 -0.621 0.485
C 0.027 -1.593 -0.194
C 0.622 -2.823 -0.411
H 2.771 -5.875 -1.459
H 1.921 -4.491 -2.052
H 3.521 -2.206 1.192
H 2.367 -0.040 1.486
H -0.964 -1.380 -0.577
H 0.062 -3.577 -0.946


3.
Formula: C9H16N2O5S
Source: the Open Molecules 2025 dataset
Level of theory: the ωB97M-V functional and the def2-TZVPD basis

charge: 0
E_tot: -33642.0872 eV
HOMO-LUMO gap: 8.8812 eV

Element x y z (Å)
C 2.431 0.431 -0.541
C 1.497 -0.393 0.523
C 3.855 0.306 0.020
C 4.164 -1.195 -0.062
C -0.733 0.139 -0.293
C -1.005 1.472 0.473
C -2.050 -0.630 -0.599
C -2.783 -0.947 0.736
C -5.173 -0.497 -0.413
H 2.888 2.356 -0.707
H 1.569 2.031 0.591
H 2.356 0.140 -1.619
H 4.409 0.829 -0.835
H 4.018 0.843 0.911
H 5.371 -2.604 0.202
H -0.063 -1.532 1.081
H -0.312 0.494 -1.217
H -2.732 -0.002 -1.155
H -1.753 -1.429 -1.123
H -2.319 -1.635 1.449
H -3.245 -0.028 1.173
H -6.209 -0.750 -0.737
H -4.974 0.241 0.379
H -4.577 -0.005 -1.237
H -1.565 3.327 0.251
N 1.942 1.740 -0.449
N 0.146 -0.646 0.415
O 2.129 -0.902 1.489
O 3.490 -1.944 -0.696
O 5.457 -1.559 0.388
O -0.240 1.882 1.595
O -1.703 2.369 -0.293
S -4.287 -1.901 0.301


4.
Formula: C34H57ClN4O12P
Source: the Open Molecules 2025 dataset
Level of theory: the ωB97M-V functional and the def2-TZVPD basis

charge: +1
E_tot: -88517.8918 eV
HOMO-LUMO gap: 8.5901 eV

Element x y z (Å)
C 3.891 -1.108 1.733
C 2.581 -1.447 0.890
C 2.978 -2.298 -0.363
C 1.808 -2.660 -1.359
C 1.278 -4.134 -1.062
P 0.404 -1.446 -1.454
C 0.894 0.308 -1.801
C 1.901 0.496 -3.000
C 3.431 0.536 -2.549
C 4.361 -0.246 -3.557
N 5.114 -1.367 -2.952
C 6.321 -0.942 -2.314
N 6.789 0.235 -2.357
N 7.086 -1.981 -1.592
C -0.756 -1.487 -0.019
C -1.959 -2.349 0.030
C -2.773 -2.234 1.217
N -2.597 -1.488 2.318
C -1.510 -0.685 2.310
C -0.619 -0.659 1.174
C -0.643 -1.987 -2.936
Cl 0.354 -2.534 -4.341
C -1.763 -0.924 -3.316
C -1.448 -0.181 -4.689
H 4.327 -0.192 1.243
H 4.654 -1.918 1.686
H 3.634 -0.806 2.782
H 1.863 -1.955 1.577
H 2.189 -0.461 0.545
H 3.856 -1.804 -0.838
H 3.360 -3.280 0.037
H 2.279 -2.731 -2.380
H 0.481 -4.405 -1.798
H 0.985 -4.280 0.001
H 2.147 -4.803 -1.305
H -0.054 0.842 -2.093
H 1.299 0.868 -0.928
H 1.699 1.521 -3.416
H 1.761 -0.209 -3.850
H 3.767 1.607 -2.595
H 3.552 0.225 -1.484
H 5.025 0.502 -4.072
H 3.747 -0.693 -4.389
H 5.305 -2.070 -3.668
H 7.662 0.245 -1.815
H 7.219 -2.757 -2.253
H 6.442 -2.313 -0.862
H -2.226 -3.016 -0.817
H -3.692 -2.869 1.217
H -1.294 -0.030 3.181
H 0.247 0.040 1.223
H -1.193 -2.895 -2.570
H -1.945 -0.198 -2.489
H -2.688 -1.524 -3.528
H -1.538 -0.873 -5.559
H -2.176 0.654 -4.800
H -0.397 0.190 -4.639
C 7.571 3.245 -3.687
C 6.762 3.551 -4.927
C 7.191 4.800 -5.646
O 5.981 5.206 -6.291
C 4.954 4.732 -5.536
O 3.814 5.044 -5.675
O 5.402 3.853 -4.596
H 7.290 2.265 -3.297
H 8.641 3.239 -3.902
H 7.369 3.969 -2.895
H 6.762 2.686 -5.598
H 7.975 4.610 -6.378
H 7.514 5.600 -4.976
C -2.603 -4.206 4.505
C -3.369 -5.059 5.490
C -4.860 -4.884 5.414
O -5.269 -5.213 6.742
C -4.219 -4.927 7.560
O -4.277 -4.901 8.747
O -3.091 -4.670 6.837
H -1.544 -4.475 4.517
H -2.979 -4.340 3.489
H -2.660 -3.149 4.771
H -3.086 -6.111 5.377
H -5.322 -5.554 4.690
H -5.168 -3.857 5.198
C -6.198 1.798 3.910
C -6.099 0.773 2.804
C -7.419 0.179 2.403
O -7.032 -1.105 1.907
C -5.883 -1.443 2.547
O -5.391 -2.532 2.514
O -5.371 -0.387 3.230
H -5.233 2.284 4.061
H -6.933 2.568 3.673
H -6.463 1.329 4.859
H -5.577 1.200 1.941
H -7.919 0.759 1.628
H -8.106 0.036 3.242
C -3.164 4.888 0.980
C -4.159 5.605 1.865
C -3.537 6.629 2.774
O -4.455 6.661 3.866
C -5.050 5.440 3.918
O -5.727 5.061 4.820
O -4.764 4.706 2.800
H -3.688 4.260 0.256
H -2.541 5.596 0.431
H -2.523 4.225 1.566
H -4.955 6.045 1.256
H -3.460 7.609 2.305
H -2.554 6.335 3.154


5.
Formula: C48H64N7OP3S3Ti
Source: the Open Molecules 2025 dataset
Level of theory: the ωB97M-V functional and the def2-TZVPD basis

charge: +2
E_tot: -146767.5833 eV
HOMO-LUMO gap: 7.5262 eV

Element x y z (Å)
Ti -0.449 -0.359 -0.671
N -1.575 -0.163 0.890
S -1.046 -0.287 2.388
N 1.193 0.042 0.861
S 2.498 -0.572 1.165
N 3.163 -1.521 0.035
S 2.440 -1.132 -1.325
N 0.972 -1.457 -1.439
C 3.417 -2.015 -2.489
C 3.570 -3.380 -2.254
C 4.269 -4.137 -3.177
C 4.791 -3.534 -4.319
C 4.622 -2.173 -4.537
C 3.931 -1.398 -3.618
C 2.886 0.596 -1.593
C 1.901 1.564 -1.721
C 2.255 2.898 -1.752
C 3.595 3.258 -1.665
C 4.580 2.286 -1.548
C 4.229 0.946 -1.499
C 2.600 -1.622 2.593
C 3.244 -2.852 2.551
C 3.328 -3.596 3.721
C 2.770 -3.111 4.896
C 2.136 -1.871 4.920
C 2.056 -1.111 3.766
C 3.718 0.640 1.616
C 3.286 1.920 1.907
C 4.222 2.864 2.306
C 5.562 2.513 2.406
C 5.980 1.217 2.110
C 5.056 0.264 1.715
C -2.219 0.541 3.452
C -3.275 1.226 2.870
C -4.081 2.031 3.667
C -3.818 2.152 5.025
C -2.746 1.471 5.593
C -1.934 0.669 4.807
C -1.191 -2.013 2.931
C -0.340 -2.914 2.306
C -0.330 -4.241 2.711
C -1.193 -4.676 3.708
C -2.070 -3.780 4.301
C -2.065 -2.441 3.925
H 3.152 -3.827 -1.359
H 4.411 -5.197 -3.007
H 5.345 -4.128 -5.035
H 5.031 -1.711 -5.427
H 3.806 -0.336 -3.781
H 0.860 1.291 -1.804
H 1.489 3.659 -1.851
H 3.872 4.304 -1.691
H 5.622 2.571 -1.475
H 4.984 0.177 -1.381
H 3.660 -3.214 1.619
H 3.833 -4.556 3.715
H 2.832 -3.699 5.804
H 1.713 -1.496 5.845
H 1.584 -0.132 3.762
H 2.230 2.163 1.809
H 3.906 3.872 2.544
H 6.288 3.252 2.725
H 7.026 0.949 2.196
H 5.362 -0.750 1.477
H -3.438 1.124 1.800
H -4.913 2.574 3.231
H -4.446 2.780 5.643
H -2.533 1.580 6.648
H -1.089 0.145 5.245
H 0.330 -2.574 1.522
H 0.369 -4.938 2.260
H -1.177 -5.712 4.023
H -2.761 -4.119 5.064
H -2.745 -1.749 4.403
C 0.640 -0.432 -4.563
P -0.803 -0.480 -3.450
C -2.026 0.459 -4.435
C -1.389 -2.193 -3.769
C -2.541 -2.508 -2.817
P -1.922 -2.468 -1.094
C -0.965 -4.026 -1.074
C -3.388 -2.900 -0.120
H 0.346 -0.777 -5.555
H 1.420 -1.080 -4.177
H 1.028 0.586 -4.642
H -2.128 0.006 -5.421
H -1.693 1.491 -4.548
H -2.997 0.476 -3.934
H -0.551 -2.874 -3.603
H -1.696 -2.283 -4.809
H -2.973 -3.491 -3.003
H -3.338 -1.768 -2.924
H -1.478 -4.764 -1.691
H -0.904 -4.398 -0.055
H 0.042 -3.854 -1.451
H -3.726 -3.891 -0.425
H -4.186 -2.176 -0.282
H -3.135 -2.908 0.942
C -4.176 3.541 -2.945
N -2.810 3.224 -2.536
C -1.770 3.995 -3.222
P -2.434 2.517 -1.117
O -1.433 1.396 -1.317
N -3.803 1.937 -0.432
C -4.285 0.584 -0.705
C -4.826 2.829 0.112
N -1.720 3.677 -0.212
C -0.900 3.303 0.948
C -2.245 5.040 -0.143
H -4.231 3.510 -4.033
H -4.491 4.537 -2.618
H -4.876 2.805 -2.555
H -1.854 3.846 -4.299
H -0.781 3.667 -2.902
H -1.863 5.067 -3.028
H -3.495 -0.009 -1.143
H -5.146 0.599 -1.383
H -4.583 0.104 0.229
H -4.460 3.851 0.177
H -5.109 2.502 1.114
H -5.723 2.828 -0.511
H -0.561 2.277 0.868
H -1.460 3.412 1.881
H -0.026 3.958 0.994
H -2.852 5.267 -1.020
H -1.416 5.749 -0.112
H -2.851 5.195 0.752